Record 1
Formula: C29H56N2O39Tl2
Source: the OMol25 dataset
Level of theory: ωB97M-V with the def2-TZVPD basis set

Values from the calculation:
charge: +2
molecular weight: 1465.5 g/mol
HOMO-LUMO gap: 1.622 eV
HOMO: -14.0 eV
LUMO: -12.4 eV
2S+1: 1

Each line ends with the Mulliken charge.
CARTESIAN COORDINATES (ANGSTROEM)
Tl: 3.23916 -3.84108 0.72548  1.134
Tl: 4.32995 1.98899 -0.75163  1.096
N: 0.83775 -0.47697 -0.36072  -0.140
O: -0.29887 -0.62730 -0.87270  -0.187
O: 1.59703 0.48106 -0.50621  0.261
O: 1.37454 -1.46784 0.16970  -0.048
N: 0.62629 -6.16884 1.00341  1.155
O: -0.27241 -6.92622 1.24765  -0.422
O: 0.40333 -4.94986 0.84038  -0.235
O: 1.75573 -6.52261 0.86675  -0.461
O: 5.77076 -2.07232 -3.36947  -0.413
C: 5.37843 -1.60330 -2.21609  0.710
O: 5.45329 -0.33246 -2.14158  -0.399
O: 4.88021 -2.29728 -1.37601  -0.281
H: 5.85966 -1.13510 -3.55741  0.296
O: 5.32934 -0.88075 3.00892  -0.478
C: 4.87889 -0.13367 1.96842  0.539
O: 4.28253 -0.74147 1.07876  -0.042
O: 5.19822 1.05995 1.89740  -0.417
H: 5.33480 -1.82983 2.86464  0.290
C: -4.65182 0.61548 1.97129  -0.513
O: -4.90999 0.99362 3.29016  -0.324
C: -3.91394 1.70458 3.94418  0.810
O: -2.86256 2.11019 3.49537  -0.537
O: -4.31961 1.83665 5.22785  -0.349
C: -3.42743 2.26001 6.25616  -0.624
H: -5.40600 0.71019 1.19005  0.378
H: -4.36586 -0.42859 1.84381  0.276
H: -3.88578 1.23847 1.50958  0.085
H: -2.79887 1.46285 6.65307  0.262
H: -4.09009 2.68389 7.01068  0.246
H: -2.82160 3.09348 5.90065  0.310
C: 4.30814 2.70119 -5.39364  -0.571
O: 3.01767 2.08859 -5.45362  -0.356
C: 2.56922 1.45547 -4.33020  0.486
O: 3.10238 1.28945 -3.24680  -0.191
O: 1.25985 1.18022 -4.51289  -0.275
C: 0.47090 0.34177 -3.68205  0.181
H: 4.20619 3.50255 -4.66185  0.278
H: 4.70025 2.97002 -6.37450  0.275
H: 4.98452 1.86733 -5.20580  0.192
H: -0.42501 -0.07149 -4.14536  0.357
H: 0.18523 0.93276 -2.81186  -0.117
H: 1.10873 -0.46058 -3.31124  -0.300
C: -4.67412 6.59761 -1.32772  -0.697
O: -4.31312 5.22656 -0.99020  -0.243
C: -4.91497 4.13419 -1.58093  0.598
O: -5.78025 4.12435 -2.47194  -0.564
O: -4.24949 3.02806 -1.10645  -0.116
C: -3.98414 1.87244 -1.92958  -0.360
H: -4.29396 6.84157 -2.31973  0.281
H: -4.32325 7.20026 -0.48999  0.256
H: -5.76122 6.63183 -1.25607  0.325
H: -4.69676 1.72794 -2.74161  0.264
H: -4.12130 0.94853 -1.36773  0.130
H: -2.95645 1.94436 -2.28563  0.132
C: 4.70333 -5.05009 5.07792  -0.445
O: 3.46013 -5.64638 5.51410  -0.352
C: 2.39898 -5.43670 4.64280  0.538
O: 2.47719 -4.83493 3.55909  -0.308
O: 1.25933 -5.83381 5.26871  -0.330
C: 0.08066 -5.65967 4.57246  -0.383
H: 4.72549 -3.96125 5.12319  0.071
H: 4.86356 -5.24384 4.01732  0.223
H: 5.51241 -5.37589 5.73163  0.327
H: 0.11745 -6.42383 3.79605  0.256
H: -0.09207 -4.72299 4.04246  0.007
H: -0.82746 -5.86524 5.13917  0.303
C: -4.87682 -1.97580 -2.74482  -0.626
O: -5.95519 -1.08078 -2.96592  -0.310
C: -6.18512 -0.39614 -4.19421  0.743
O: -5.73685 -0.76794 -5.22796  -0.509
O: -6.90586 0.65444 -3.97535  -0.263
C: -7.53570 1.33222 -5.04386  -0.729
H: -4.90164 -2.82084 -3.43285  0.373
H: -4.83510 -2.31884 -1.71105  0.368
H: -3.90755 -1.47746 -2.76130  0.115
H: -7.91236 2.24654 -4.58533  0.266
H: -8.33124 0.81989 -5.58489  0.348
H: -6.86517 1.70899 -5.81622  0.323
C: 2.15936 5.64666 1.83797  -0.518
O: 2.26942 4.67857 2.80676  -0.392
C: 2.45125 3.46879 2.50990  0.556
O: 2.39310 2.93270 1.39865  -0.220
O: 2.59714 2.85102 3.66523  -0.426
C: 2.37608 1.41039 3.66039  -0.293
H: 1.79905 6.52982 2.36551  0.277
H: 1.50833 5.37523 1.00695  0.162
H: 3.13582 5.98322 1.48959  0.303
H: 1.40619 1.21876 4.11941  0.452
H: 3.11561 0.99932 4.34756  0.271
H: 2.52785 0.83411 2.74772  -0.127
C: -0.91178 4.04287 -3.82457  -0.531
O: 0.39623 4.03635 -3.25316  -0.332
C: 0.69596 3.65777 -1.92502  0.491
O: 1.79759 3.66730 -1.39450  -0.484
O: -0.38660 3.10394 -1.35105  0.248
C: -0.57276 2.84265 -0.00113  -0.054
H: -1.21612 3.04522 -4.14109  0.197
H: -0.98100 4.73257 -4.66578  0.326
H: -1.54791 4.49471 -3.06347  0.238
H: -1.55595 3.14018 0.36342  0.338
H: 0.06682 3.50314 0.58436  -0.364
H: -0.37478 1.79270 0.21453  -0.059
C: -0.65566 -3.84967 -2.25820  -0.372
O: 0.11373 -3.29801 -3.30313  -0.294
C: 1.43266 -3.27028 -3.23216  0.909
O: 2.11121 -3.74048 -2.33288  -0.572
O: 1.87299 -2.77202 -4.35858  -0.332
C: 3.15499 -2.99296 -4.89988  -0.589
H: -0.38880 -4.90102 -2.15070  0.336
H: -1.72619 -3.75897 -2.44220  0.216
H: -0.42212 -3.30268 -1.34477  -0.005
H: 3.37529 -1.98505 -5.25159  0.176
H: 3.28235 -3.61942 -5.78274  0.295
H: 3.77343 -3.56614 -4.20915  0.294
C: -0.98898 -1.84804 2.65909  0.034
O: -0.27179 -1.85259 3.93650  -0.428
C: 1.05069 -1.94544 3.96296  0.365
O: 1.79090 -2.07316 3.00229  0.053
O: 1.48104 -1.89246 5.24882  -0.418
C: 2.88860 -1.87335 5.43660  -0.350
H: -1.28332 -2.81886 2.26039  0.229
H: -0.37141 -1.31962 1.93282  -0.184
H: -1.93514 -1.31888 2.77250  0.124
H: 3.18283 -2.47924 6.29358  0.388
H: 3.23200 -0.85178 5.59963  0.375
H: 3.49748 -2.40652 4.70647  -0.258

Record 2
Formula: C29H56O25Tl
Source: the OMol25 dataset
Level of theory: ωB97M-V with the def2-TZVPD basis set

Values from the calculation:
charge: -1
molecular weight: 1009.1 g/mol
HOMO-LUMO gap: 3.047 eV
HOMO: -5.0 eV
LUMO: -1.9 eV
2S+1: 1

Each line ends with the Mulliken charge.
CARTESIAN COORDINATES (ANGSTROEM)
Tl: -0.26141 -5.52103 1.35723  0.903
C: 0.09953 -0.85966 -0.67906  0.405
C: -0.10933 0.32571 0.00623  0.158
C: -1.03479 0.37547 1.21898  0.532
O: -1.03722 1.35060 1.97976  -0.706
C: -1.68358 -0.79122 1.63666  -0.982
C: -1.40616 -2.03889 1.02064  0.689
C: -0.45443 -2.09357 -0.18412  0.616
O: -0.08397 -3.21438 -0.54262  -1.088
O: -1.86827 -3.11808 1.43561  -0.976
O: 0.47939 1.35956 -0.40637  -0.520
H: 0.78353 -0.90894 -1.51233  0.348
H: -2.39510 -0.83735 2.44872  0.576
C: 2.18292 -1.26574 2.48189  0.325
C: 2.51914 -0.28555 3.44799  0.094
C: 3.00910 -0.73774 4.80138  0.478
O: 3.17246 0.02287 5.79245  -0.691
C: 3.03952 -2.09840 5.12492  -0.749
C: 2.56702 -3.08441 4.19417  0.290
C: 2.18875 -2.65645 2.75362  -0.054
O: 1.92404 -3.50109 1.89319  -0.426
O: 2.48972 -4.27822 4.45285  -0.673
O: 2.42513 0.89321 3.10279  -0.481
H: 1.82924 -0.92722 1.51596  0.632
H: 3.28305 -2.43257 6.12082  0.477
C: -3.05053 -1.76856 -3.00319  -0.360
O: -3.41962 -0.46603 -2.60385  -0.458
H: -2.78473 -2.00752 -4.04366  0.361
H: -2.13497 -2.15703 -2.54335  0.022
H: -3.86457 -2.46971 -2.82468  0.224
H: -2.84597 0.16256 -3.07904  0.286
C: -0.73339 1.00852 -4.31544  0.572
C: 0.14798 1.93510 -5.17704  -0.610
O: 0.88310 2.87621 -4.41701  -0.505
O: -2.09525 1.44281 -4.17906  -0.635
H: -0.29209 0.75339 -3.35335  -0.447
H: -0.71502 0.08526 -4.91405  0.218
H: -0.55512 2.39167 -5.88082  0.444
H: 0.88189 1.30676 -5.68901  0.231
H: 1.61706 2.36736 -4.03225  0.272
H: -2.18034 2.09669 -4.87975  0.314
C: -5.21353 -0.88596 0.25184  0.177
C: -4.94787 0.52669 0.71753  -0.305
O: -6.09161 1.32428 0.49546  -0.614
O: -5.49820 -0.82840 -1.13726  -0.754
H: -6.06205 -1.30551 0.79338  0.318
H: -4.30619 -1.48354 0.38793  -0.187
H: -4.03724 0.90231 0.24177  0.112
H: -4.74185 0.46119 1.79161  0.275
H: -6.51781 0.98382 -0.30092  0.383
H: -4.72173 -0.70733 -1.75235  0.609
C: -5.03638 -3.77106 -0.49774  -0.298
C: -6.14209 -3.83164 0.57445  -0.217
O: -5.85410 -4.68081 1.67964  -0.522
O: -4.92541 -4.86569 -1.38887  -0.540
H: -4.06561 -3.51248 -0.07819  0.136
H: -5.40890 -2.91109 -1.07205  0.307
H: -7.04166 -4.18599 0.05728  0.326
H: -6.25204 -2.78562 0.87368  0.134
H: -6.68915 -4.76945 2.14891  0.311
H: -5.82118 -5.07491 -1.67224  0.392
C: 4.16533 0.46577 -3.73798  -0.939
C: 3.21919 0.38980 -2.56475  0.400
O: 2.42280 1.56823 -2.45631  -0.713
O: 3.43499 0.21449 -4.94872  -0.503
H: 4.90517 -0.33773 -3.65181  0.483
H: 4.72428 1.40445 -3.77913  0.371
H: 3.70654 0.35328 -1.58651  0.262
H: 2.59647 -0.50225 -2.63151  -0.001
H: 1.51221 1.44030 -2.13184  0.118
H: 4.11002 -0.02783 -5.58853  0.292
C: 2.91122 -3.79696 -1.83241  -0.098
C: 3.14676 -5.21380 -1.32843  -0.565
O: 2.38787 -5.32754 -0.12465  -0.326
O: 3.13813 -2.83395 -0.78576  -0.618
H: 1.87777 -3.69730 -2.16750  0.072
H: 3.55275 -3.38934 -2.61868  0.416
H: 4.20191 -5.46521 -1.20696  0.291
H: 2.70263 -5.90337 -2.04687  0.331
H: 2.79135 -4.66624 0.46274  0.213
H: 2.27860 -2.47349 -0.53389  0.229
C: 0.05788 2.15823 5.92620  -0.196
C: 1.34673 2.82144 6.39369  -0.543
O: 2.28814 2.94639 5.33451  -0.472
O: -0.61209 2.96004 4.97246  -0.497
H: -0.68830 2.06082 6.73800  0.395
H: 0.15682 1.10023 5.64475  0.206
H: 1.72516 1.97787 6.99015  0.254
H: 1.20088 3.67547 7.04766  0.348
H: 2.67402 2.06291 5.27316  0.242
H: -1.49613 2.62835 4.80642  0.263
C: 4.46588 2.97285 0.34602  -0.063
C: 4.85910 4.12203 1.27961  -0.728
O: 3.74569 4.66402 1.94195  -0.421
O: 3.17152 3.06536 -0.17905  -0.192
H: 4.45468 2.14273 1.07327  0.064
H: 5.28870 2.68167 -0.31630  0.305
H: 5.34615 4.88038 0.63892  0.370
H: 5.69922 3.85976 1.93511  0.344
H: 4.03787 5.52312 2.25819  0.235
H: 2.94095 2.24746 -0.63441  0.094
C: -1.29735 4.55381 -1.51405  -0.456
C: 0.21316 4.76791 -1.62990  0.134
O: 0.69005 5.41415 -0.44643  -0.469
O: -1.55943 3.82450 -0.31743  -0.406
H: -1.69327 4.07399 -2.41149  0.232
H: -1.69915 5.56613 -1.41012  0.385
H: 0.35052 5.35733 -2.54139  0.439
H: 0.80548 3.86623 -1.76439  -0.215
H: 1.10256 6.25411 -0.65755  0.244
H: -2.50348 3.73620 -0.15772  0.237

> Which value of HOMO-LUMO gap does entry 1 give?

1.622 eV

> Look up the charge of the first one.

+2

> Which of these has the lowest HOMO?

C29H56N2O39Tl2

> What is the formula in the first record?

C29H56N2O39Tl2